Molecular formula: C6H5CaNO3
Method: DFT, ωB97M-V with the def2-TZVPD basis set

Calculated values
Maximum force   0.147 hartree/bohr
LUMO energy   -0.3242 hartree
Gap between HOMO and LUMO   9.738 eV
E_HOMO   -18.56 eV
Charge   +2

The geometry in XYZ format:
```
16
Properties=species:S:1:pos:R:3:forces:R:3:lowdin_charge:R:1
N -0.00158 -0.06077 0.41411 -0.825 -2.105 0.702 0.00
H -2.94989 -2.03189 0.46776 -0.213 -0.404 -0.034 0.08
O -0.54040 4.02747 -3.52329 1.725 -3.769 6.076 0.14
H -0.22949 -3.13676 1.37761 -0.266 0.413 -0.069 0.14
O 2.03943 4.44899 2.08812 -3.024 -4.332 -5.009 0.14
C -0.27913 3.43060 -2.54147 -1.782 3.871 -6.238 0.04
C -0.99781 -2.34345 1.28514 0.485 -0.689 0.668 -0.19
C 1.52911 3.75196 1.28799 3.144 4.503 5.198 0.04
C -0.34340 -1.12927 0.77661 -0.162 2.581 -0.706 -0.12
C 4.44557 1.42884 -2.07112 1.460 -0.687 -0.569 -0.03
H -1.87717 -2.96960 -0.58041 -0.271 -0.295 0.124 0.09
C -2.21115 -2.83784 0.45204 0.614 0.962 -0.276 -0.06
H -1.32345 -2.10393 2.31987 0.300 -0.009 -0.472 0.14
Ca -0.07042 2.29588 -0.16884 0.190 -1.079 0.103 1.44
O 5.42151 0.99668 -2.45448 -1.542 0.705 0.603 0.04
H -2.61172 -3.76689 0.87038 0.168 0.335 -0.102 0.10
```
Positions in Å, forces in eV/Å.